[1]
{
  "formula": "C40H47N4OOsP2S2",
  "method": "wB97M-V/def2-TZVPD",
  "lumo_energy_ev": [-9.99, -9.99],
  "e_above_lowest_kj_mol": 10.9,
  "gap_ev": [6.32, 6.32],
  "charge": 3,
  "energy_ha": -3415.4567,
  "e_homo_ha": [-0.599, -0.599],
  "symbols": ["Os", "C", "C", "N", "N", "C", "N", "S", "C", "C", "C", "C", "C", "N", "H", "H", "H", "H", "H", "H", "H", "H", "H", "C", "C", "P", "C", "C", "C", "C", "C", "C", "C", "C", "C", "C", "C", "C", "P", "C", "C", "C", "C", "C", "C", "C", "C", "C", "C", "C", "C", "H", "H", "H", "H", "H", "H", "H", "H", "H", "H", "H", "H", "H", "H", "H", "H", "H", "H", "H", "H", "H", "H", "H", "H", "C", "C", "C", "S", "O", "C", "C", "C", "H", "H", "H", "H", "H", "H", "H", "H", "H", "H", "H", "H", "H", "H"],
  "xyz": [[0.2972, -0.0597, 0.5702], [0.2543, -1.3628, 3.3479], [-0.5379, -1.3499, 2.0500], [-1.0510, 0.6698, 1.8805], [-1.0344, 1.6292, 2.6744], [-0.0379, 2.5443, 2.3431], [0.0098, 3.6297, 3.0764], [1.0112, 2.1733, 1.0819], [-2.0394, -2.8014, 0.4185], [-3.2339, -3.4491, 0.7154], [-4.1748, -3.6191, -0.2936], [-3.8864, -3.1816, -1.5719], [-2.6802, -2.5320, -1.7735], [-1.8009, -2.3158, -0.8009], [0.7346, -0.3968, 3.5124], [1.0144, -2.1364, 3.3363], [-0.3745, -1.5587, 4.2109], [-0.6751, 3.7702, 3.8081], [0.7164, 4.3378, 2.9374], [-3.4305, -3.8502, 1.6939], [-5.1081, -4.1232, -0.0794], [-4.5673, -3.3489, -2.3952], [-2.3876, -2.2007, -2.7621], [2.9920, -2.0901, 1.8633], [2.1354, -3.1197, 1.1378], [0.6396, -2.5247, 0.2314], [0.6556, -3.6155, -1.1956], [-0.1306, -4.7630, -1.2665], [0.0223, -5.6273, -2.3390], [0.9428, -5.3448, -3.3407], [1.7276, -4.2021, -3.2680], [1.5923, -3.3382, -2.1912], [-0.8240, -2.7211, 1.3802], [-1.0529, -3.6870, 2.5131], [-1.8819, -3.3636, 3.5196], [-2.6710, -2.1298, 3.8229], [-2.6549, -0.8750, 3.3322], [-1.8171, -0.5609, 2.1479], [2.5735, -0.4022, 1.3404], [3.3471, -0.2343, -0.2865], [2.6067, 0.2230, -1.3775], [3.1793, 0.3224, -2.6374], [4.5118, -0.0237, -2.8112], [5.2661, -0.4671, -1.7301], [4.6901, -0.5696, -0.4745], [3.4618, 0.6729, 2.4773], [3.4100, 0.4281, 3.8527], [4.1103, 1.2431, 4.7284], [4.8654, 2.3015, 4.2399], [4.9198, 2.5488, 2.8743], [4.2187, 1.7416, 1.9921], [4.0441, -2.2136, 1.6034], [2.9469, -2.1685, 2.9453], [1.7852, -3.9040, 1.8129], [2.7272, -3.6292, 0.3785], [-0.8538, -4.9989, -0.4953], [-0.5774, -6.5260, -2.3917], [1.0535, -6.0227, -4.1765], [2.4507, -3.9885, -4.0438], [2.2193, -2.4527, -2.1333], [-0.5948, -4.6693, 2.5034], [-2.0419, -4.1403, 4.2593], [-3.3664, -2.2883, 4.6398], [-3.3138, -0.1253, 3.7507], [-2.3822, -0.7014, 1.2170], [1.5566, 0.5363, -1.3082], [2.5928, 0.6799, -3.4733], [4.9679, 0.0611, -3.7887], [6.3069, -0.7280, -1.8671], [5.2983, -0.9002, 0.3595], [2.8476, -0.4044, 4.2563], [4.0820, 1.0395, 5.7905], [5.4238, 2.9265, 4.9242], [5.5209, 3.3637, 2.4931], [4.2793, 1.9384, 0.9289], [-2.3761, 3.8659, 0.3407], [-3.3269, 2.7905, -0.1698], [-2.9757, 2.3486, -1.5936], [-2.3176, 0.6798, -1.6845], [-0.9103, 0.6652, -1.0427], [-1.9804, 0.6123, -3.4825], [-0.5143, 0.8233, -3.8474], [-0.0254, 2.2568, -3.6821], [-2.5880, 4.1244, 1.3785], [-2.4861, 4.7776, -0.2476], [-1.3363, 3.5504, 0.2449], [-4.3459, 3.1759, -0.1656], [-3.3472, 1.9225, 0.4991], [-2.3021, 3.0395, -2.1011], [-3.8698, 2.2375, -2.2165], [-2.6199, 1.3783, -3.9238], [-2.3453, -0.3518, -3.8266], [-0.4131, 0.4999, -4.8852], [0.0990, 0.1345, -3.2600], [-0.6838, 2.9618, -4.1924], [0.9677, 2.3825, -4.1131], [0.0335, 2.5404, -2.6293]],
  "forces_ev_per_a": [[0.7, 0.3, 0.1], [0.1, 0.1, 0.0], [-0.3, -0.4, -0.2], [0.2, -0.4, 0.6], [-0.3, 0.1, -0.2], [0.2, 0.1, -0.1], [-0.1, 0.0, 0.1], [-0.1, 0.1, -0.2], [0.0, 0.0, 0.0], [0.1, 0.0, 0.0], [0.0, 0.0, 0.1], [0.0, 0.0, -0.1], [0.0, 0.0, 0.1], [0.0, 0.0, 0.0], [0.0, 0.0, 0.0], [0.0, 0.0, 0.0], [0.0, 0.0, 0.0], [0.0, 0.0, 0.0], [0.0, 0.0, 0.0], [0.0, 0.0, 0.0], [0.0, 0.0, 0.0], [0.0, 0.0, 0.0], [0.0, 0.0, 0.0], [0.1, 0.0, -0.1], [0.0, -0.1, 0.0], [-0.4, -0.2, 0.1], [0.1, 0.1, -0.1], [0.1, -0.1, 0.0], [0.0, 0.0, 0.0], [0.0, 0.0, 0.0], [0.0, 0.0, 0.0], [0.0, 0.0, 0.0], [-0.2, -0.2, -0.1], [0.0, 0.1, 0.1], [0.0, 0.0, 0.0], [0.0, 0.0, 0.0], [0.1, -0.3, 0.1], [0.1, 0.5, -0.2], [-0.1, 0.0, -0.1], [0.0, 0.1, 0.0], [0.0, 0.0, -0.1], [0.0, 0.0, 0.0], [0.0, 0.0, 0.0], [0.0, 0.0, 0.0], [0.0, 0.0, 0.0], [-0.1, 0.0, 0.1], [0.0, 0.0, 0.0], [0.0, 0.0, 0.0], [0.0, 0.0, 0.0], [0.0, 0.0, 0.0], [0.0, 0.0, 0.0], [0.0, 0.0, 0.0], [-0.1, 0.0, 0.0], [0.0, 0.0, 0.0], [0.0, 0.0, 0.0], [0.0, 0.0, 0.0], [0.0, 0.0, 0.0], [0.0, 0.0, 0.0], [0.0, 0.0, 0.0], [0.0, 0.0, 0.0], [0.0, 0.0, 0.0], [0.0, 0.0, 0.0], [0.0, 0.0, 0.0], [0.0, 0.0, 0.0], [-0.1, 0.0, 0.0], [0.0, 0.0, 0.1], [0.0, 0.0, 0.0], [0.0, 0.0, 0.0], [0.0, 0.0, 0.0], [0.0, 0.0, 0.0], [0.0, 0.0, 0.0], [0.0, 0.0, 0.0], [0.0, 0.0, 0.0], [0.0, 0.0, 0.0], [0.0, 0.0, 0.0], [0.0, 0.0, 0.0], [0.0, 0.0, 0.0], [-0.1, 0.0, 0.0], [0.1, -0.1, -0.2], [-0.1, 0.0, 0.2], [0.0, 0.1, 0.0], [0.0, -0.1, 0.1], [0.0, 0.0, 0.0], [0.0, 0.0, 0.0], [0.0, 0.0, 0.0], [0.0, 0.0, 0.0], [0.0, 0.0, 0.0], [0.0, 0.0, 0.0], [0.1, 0.0, 0.0], [0.0, 0.1, 0.0], [0.0, 0.0, 0.0], [0.0, -0.1, 0.1], [0.0, 0.1, 0.0], [0.0, 0.0, 0.0], [0.0, 0.0, 0.0], [0.0, 0.0, 0.0], [0.0, 0.0, 0.0]]
}

=====

[2]
{
  "formula": "C6H9N3",
  "method": "wB97M-V/def2-TZVPD",
  "lumo_energy_ev": 1.07,
  "e_above_lowest_kj_mol": 169.2,
  "gap_ev": 9.43,
  "charge": 0,
  "energy_ha": -398.2110,
  "e_homo_ha": -0.307,
  "symbols": ["C", "C", "C", "C", "C", "C", "H", "H", "H", "H", "H", "H", "H", "H", "H", "N", "N", "N"],
  "xyz": [[-1.7327, 0.2533, 0.6011], [-1.6915, -1.0496, -0.1379], [1.2258, -0.0855, -1.3265], [1.7897, 0.0730, 0.0572], [0.7274, 0.7500, 0.8940], [-0.4903, 0.9839, 0.0480], [-1.6857, 0.0436, 1.6950], [-2.6797, 0.7991, 0.3957], [-2.2252, -1.9944, 0.0221], [1.2857, -1.1046, -1.7247], [1.6440, 0.5980, -2.0348], [2.8761, 0.1415, 0.1725], [0.4611, -1.3904, 0.9903], [1.0740, 1.4414, 1.6484], [-0.6518, 2.0235, -0.2209], [-0.8234, -1.0721, -1.0815], [-0.2330, 0.1988, -1.1934], [1.1294, -0.6096, 1.1953]],
  "forces_ev_per_a": [[-1.0, 0.2, 0.9], [0.6, -0.7, -1.1], [-1.0, -0.4, 0.1], [-0.2, -0.5, 0.6], [1.6, 0.1, 0.2], [-0.3, -1.2, -0.2], [0.0, 0.4, -0.6], [0.5, -0.3, 0.2], [-0.1, 0.7, 0.3], [0.2, 0.3, 0.0], [0.6, 0.5, -0.3], [-0.4, 0.5, 0.0], [0.8, 1.3, -0.2], [-0.5, 0.4, 0.1], [0.0, 0.1, 0.2], [-1.3, 0.5, 0.7], [1.0, -0.9, -0.5], [-0.4, -1.0, -0.5]]
}

=====

[3]
{
  "formula": "C28H30NO17PS",
  "method": "wB97M-V/def2-TZVPD",
  "lumo_energy_ev": -1.07,
  "gap_ev": 7.67,
  "charge": 0,
  "energy_ha": -3158.3652,
  "e_homo_ha": -0.321,
  "symbols": ["C", "P", "C", "C", "C", "C", "N", "C", "S", "C", "C", "C", "C", "O", "C", "C", "C", "O", "H", "H", "H", "H", "H", "H", "H", "H", "H", "H", "C", "C", "O", "C", "O", "O", "H", "H", "H", "H", "C", "C", "O", "C", "O", "O", "H", "H", "H", "H", "C", "C", "O", "C", "O", "O", "H", "H", "H", "H", "C", "C", "O", "C", "O", "O", "H", "H", "H", "H", "C", "C", "O", "C", "O", "O", "H", "H", "H", "H"],
  "xyz": [[-4.2821, 1.6242, -4.9068], [-3.0675, 0.3088, -5.3598], [-1.9812, 1.2434, -6.5235], [-2.0872, 0.2370, -3.8084], [-2.7733, -0.1621, -2.6715], [-2.1294, -0.2594, -1.4519], [-2.8563, -0.6207, -0.2696], [-2.9924, -1.8034, -0.0313], [-3.1878, -3.3188, 0.2732], [-0.7812, 0.0556, -1.3660], [-0.0907, 0.4477, -2.5056], [-0.7318, 0.5272, -3.7249], [1.3568, 0.7953, -2.3620], [2.1717, 0.5728, -3.2248], [1.7087, 1.4177, -1.0537], [1.0523, 1.0311, 0.0360], [-0.0305, 0.0199, -0.0689], [-0.2607, -0.7756, 0.8126], [-3.8231, 2.4162, -4.3153], [-5.1058, 1.1899, -4.3453], [-4.6834, 2.0563, -5.8216], [-1.2002, 1.8135, -6.0241], [-1.5280, 0.5476, -7.2248], [-2.5940, 1.9498, -7.0799], [-3.8270, -0.4103, -2.7211], [-0.1663, 0.8232, -4.5959], [2.5004, 2.1527, -1.0069], [1.2873, 1.4539, 1.0065], [-1.5064, -7.6985, 0.6891], [-2.8461, -7.2104, 1.2044], [-3.4431, -6.6631, 0.0235], [-2.8763, -7.2495, -1.0564], [-3.2566, -7.1346, -2.1735], [-1.7997, -7.9867, -0.6833], [-1.1450, -8.5927, 1.1892], [-0.7377, -6.9247, 0.7293], [-3.4757, -8.0219, 1.5717], [-2.7617, -6.4431, 1.9693], [-3.0626, 0.7935, 2.6352], [-2.4020, 1.6288, 3.7144], [-3.2281, 2.7983, 3.7370], [-4.4477, 2.4721, 3.2463], [-5.4029, 3.1764, 3.2857], [-4.4247, 1.2313, 2.7052], [-3.0009, -0.2764, 2.8157], [-2.6738, 1.0111, 1.6432], [-2.4423, 1.1530, 4.6960], [-1.3739, 1.8992, 3.4877], [3.0500, 6.1740, 1.3895], [3.8933, 5.0880, 0.7581], [3.5346, 3.9354, 1.5327], [2.3200, 4.1527, 2.0819], [1.6802, 3.3231, 2.6508], [1.9290, 5.4280, 1.8972], [2.7109, 6.9260, 0.6811], [3.5579, 6.6511, 2.2219], [3.6265, 4.9015, -0.2845], [4.9607, 5.2731, 0.8339], [1.0481, -7.9583, -2.2219], [1.5215, -7.6068, -3.6178], [2.9263, -7.8704, -3.5378], [3.1400, -8.7605, -2.5393], [4.1720, -9.3053, -2.3261], [2.0071, -8.9409, -1.8165], [0.0463, -8.3710, -2.1949], [1.1085, -7.1082, -1.5384], [1.0851, -8.2549, -4.3792], [1.3496, -6.5686, -3.8878], [3.8068, 7.6160, 6.2727], [5.1277, 7.0872, 6.7981], [5.5674, 6.2501, 5.7215], [4.9727, 6.6687, 4.5880], [5.2436, 6.2832, 3.4939], [4.0162, 7.5841, 4.8550], [3.5828, 8.6290, 6.5939], [2.9673, 6.9635, 6.5154], [5.8647, 7.8773, 6.9482], [5.0326, 6.5034, 7.7090]],
  "forces_ev_per_a": [[0.2, 0.0, 0.2], [-0.1, -0.1, -0.3], [0.0, 0.0, 0.3], [-0.2, 0.2, -0.4], [-0.2, -0.1, 0.3], [0.0, 0.3, 0.2], [0.1, -0.8, -0.7], [-0.2, 0.1, 0.2], [-0.1, 0.1, 0.1], [0.2, 0.0, 0.6], [0.0, -0.1, 0.0], [0.1, -0.1, -0.1], [0.1, 0.1, 0.1], [0.0, 0.2, -0.2], [-0.2, -0.1, 0.0], [0.1, 0.4, 0.1], [0.0, -0.1, -0.2], [-0.1, 0.1, 0.2], [0.0, 0.1, 0.0], [0.0, 0.0, 0.0], [-0.1, -0.1, -0.1], [0.0, 0.1, 0.0], [0.1, 0.0, 0.0], [-0.1, -0.1, -0.1], [0.0, 0.0, 0.0], [0.1, 0.0, 0.0], [0.2, -0.1, -0.1], [0.0, -0.2, 0.1], [0.1, 0.0, 0.1], [0.0, 0.0, 0.1], [0.0, 0.0, 0.0], [0.0, 0.0, -0.1], [0.0, 0.0, 0.0], [0.0, 0.0, 0.1], [0.0, -0.1, -0.1], [0.0, 0.0, 0.0], [0.0, 0.0, 0.0], [0.0, 0.1, -0.1], [0.1, 0.0, 0.1], [0.1, -0.1, 0.0], [0.0, 0.0, 0.0], [0.0, 0.0, 0.0], [0.0, 0.0, 0.0], [0.0, 0.0, 0.0], [-0.1, 0.0, 0.0], [0.0, 0.0, 0.0], [0.0, 0.0, 0.0], [0.0, 0.1, 0.0], [0.0, 0.2, -0.1], [0.1, 0.1, -0.1], [-0.1, 0.0, -0.1], [0.0, 0.1, 0.0], [-0.1, -0.1, -0.1], [0.0, 0.0, 0.0], [-0.2, -0.1, 0.0], [0.0, 0.0, -0.1], [0.0, 0.0, 0.0], [0.0, -0.1, 0.1], [-0.1, 0.1, -0.1], [-0.1, 0.0, 0.0], [0.0, 0.0, 0.0], [0.0, 0.0, 0.0], [0.0, 0.0, 0.0], [0.0, 0.0, 0.0], [0.0, -0.1, 0.0], [0.0, 0.0, 0.0], [0.0, 0.0, 0.0], [0.1, 0.0, 0.0], [-0.1, 0.0, 0.1], [0.0, 0.1, 0.1], [0.0, 0.0, 0.0], [0.0, -0.1, 0.0], [0.2, 0.0, 0.1], [0.0, 0.0, 0.0], [0.0, 0.0, -0.1], [0.0, 0.0, 0.0], [0.0, 0.0, 0.0], [0.0, -0.1, -0.1]]
}

=====

[4]
{
  "formula": "C5H34O14",
  "method": "wB97M-V/def2-TZVPD",
  "lumo_energy_ev": -0.15,
  "e_above_lowest_kj_mol": 584.6,
  "gap_ev": 8.24,
  "charge": 0,
  "energy_ha": -1264.1102,
  "e_homo_ha": -0.308,
  "symbols": ["C", "C", "C", "C", "O", "C", "H", "H", "H", "H", "H", "H", "H", "H", "H", "H", "O", "H", "H", "O", "H", "H", "O", "H", "H", "O", "H", "H", "O", "H", "H", "O", "H", "H", "O", "H", "H", "O", "H", "H", "O", "H", "H", "O", "H", "H", "O", "H", "H", "O", "H", "H", "O"],
  "xyz": [[1.8689, -1.4790, -1.2819], [0.7755, -0.7362, -1.1434], [-0.1540, -0.9586, -0.0310], [-0.5958, -0.0354, 0.8120], [-0.2333, 1.2729, 0.6642], [-1.3994, -0.3218, 2.0502], [2.5321, -1.5453, -2.1389], [1.9968, -2.3861, -0.6905], [0.6871, 0.0929, -1.8414], [-0.4709, -1.9708, 0.1570], [-0.9172, 1.8884, 0.9749], [-2.2995, -0.9062, 1.8703], [-1.6660, 0.6156, 2.5250], [-0.7955, -0.8671, 2.7646], [-0.1741, -3.9910, -2.2184], [1.1375, -3.9548, -2.8566], [0.2560, -3.5827, -2.9876], [3.4051, 2.2098, 2.6436], [3.0262, 2.0356, 1.1588], [3.4573, 1.5953, 1.9081], [-3.4832, 2.0672, -1.1313], [-4.9353, 1.5513, -1.1957], [-4.3608, 2.1998, -0.7800], [-0.6123, -2.4700, -4.1243], [-1.8372, -1.3610, -4.1121], [-1.3120, -1.9950, -4.5972], [-2.6800, -3.4577, -0.3033], [-1.6628, -4.2021, 0.5060], [-2.5200, -4.3225, 0.0946], [0.3875, 4.0971, 1.2796], [1.7736, 3.6341, 1.1647], [1.2672, 4.4593, 1.2140], [1.8227, 1.1612, -2.5192], [0.5716, 0.8812, -3.3830], [1.0250, 1.5720, -2.8702], [-0.7396, -0.9016, -4.1475], [-1.4440, 0.4934, -3.8137], [-0.7999, 0.0317, -4.3560], [1.7236, 2.9636, -0.9275], [1.0504, 1.8178, -0.1810], [1.9173, 2.2356, -0.3233], [1.4687, -3.9856, 1.2476], [0.7939, -3.0708, 2.2299], [0.6317, -3.5377, 1.4051], [-1.3044, 4.3144, 1.6070], [-2.4289, 3.6262, 2.1407], [-1.6340, 3.4024, 1.6309], [2.7622, -1.8155, 2.1999], [2.7305, -0.3579, 2.4578], [2.1322, -1.1304, 2.4510], [-0.2906, 2.4725, 4.6469], [0.1391, 1.0250, 5.1659], [-0.5891, 1.6263, 4.9845]],
  "forces_ev_per_a": [[-0.2, -1.8, -0.3], [0.8, 0.1, 0.0], [-0.3, 0.2, -0.4], [-0.5, -0.2, 0.1], [-0.1, 0.1, -0.2], [0.0, 0.1, -0.2], [0.0, 0.9, -0.1], [0.0, 0.3, 0.5], [-0.7, -0.4, 0.9], [0.2, -0.1, 0.2], [0.1, -0.1, 0.2], [0.0, 0.0, -0.2], [-0.2, 0.1, 0.2], [0.2, -0.1, 0.2], [-0.5, 0.4, -0.3], [0.2, 0.4, -0.5], [0.3, -0.9, 0.8], [0.1, 0.1, 0.1], [-0.1, -0.3, -0.3], [0.1, -0.1, 0.3], [0.3, -0.1, -0.2], [0.1, 0.0, -0.1], [-0.4, 0.2, 0.3], [-0.6, -0.6, 0.8], [-1.3, -1.5, 0.4], [-1.1, -4.6, -1.6], [-0.2, -0.1, 0.0], [0.4, -0.1, 0.4], [0.0, 0.3, -0.3], [-0.2, -0.1, 0.0], [0.1, 0.2, -0.3], [0.3, 0.0, 0.3], [0.1, 0.3, -0.1], [0.0, 0.3, -0.5], [0.2, 0.5, -0.4], [1.6, 0.8, -0.1], [0.1, 0.2, 0.2], [1.2, 5.7, 0.3], [0.2, -0.1, -0.1], [0.0, -0.2, 0.2], [0.6, 0.5, -0.2], [-0.1, -0.2, -0.1], [-0.2, 0.4, 0.1], [0.1, -0.5, 0.1], [0.4, -0.2, -0.5], [-0.2, -1.0, -0.1], [-0.6, 1.4, 0.6], [-0.2, -0.1, -0.1], [-0.6, 0.3, -0.1], [0.8, 0.1, 0.2], [0.5, -0.2, 0.0], [0.2, 0.5, -0.2], [-0.8, -0.3, 0.1]]
}

=====

[5]
{
  "formula": "C4H4AgO2",
  "method": "wB97M-V/def2-TZVPD",
  "lumo_energy_ev": [-10.26, -11.69],
  "e_above_lowest_kj_mol": 60.2,
  "s_squared": 0.75,
  "gap_ev": [8.53, 7.16],
  "charge": 2,
  "multiplicity": 2,
  "energy_ha": -451.3550,
  "e_homo_ha": [-0.690, -0.693],
  "symbols": ["C", "O", "H", "C", "C", "C", "O", "Ag", "H", "H", "H"],
  "xyz": [[1.2691, -1.0919, -0.5449], [0.4294, -0.7805, -1.4812], [0.4984, -1.3978, -2.2222], [1.3686, 0.0365, 0.5806], [-0.0444, -0.0734, 1.0163], [-1.0800, 0.4516, 0.3952], [-2.0880, 0.4363, -0.2490], [-3.6453, 1.4126, -0.9788], [2.0726, -0.3825, 1.3157], [1.6921, 0.9903, 0.1455], [-0.4726, 0.3990, 2.0229]],
  "forces_ev_per_a": [[-2.0, 3.3, -1.5], [2.7, -1.2, 2.1], [-0.3, -0.6, -0.9], [0.9, -2.5, -0.1], [-2.1, 3.6, 2.5], [-1.5, -2.3, -2.9], [3.6, -0.4, 2.5], [-2.5, 1.5, -1.1], [-0.3, 0.6, 0.0], [0.1, -0.3, -0.1], [1.6, -1.5, -0.5]]
}

=====

[6]
{
  "formula": "C2H4N2O2",
  "method": "wB97M-V/def2-TZVPD",
  "lumo_energy_ev": 0.30,
  "e_above_lowest_kj_mol": 549.7,
  "gap_ev": 9.80,
  "charge": 0,
  "energy_ha": -338.4438,
  "e_homo_ha": -0.349,
  "symbols": ["C", "C", "H", "H", "H", "H", "N", "N", "O", "O"],
  "xyz": [[0.5367, 0.4251, -0.1153], [-0.9239, 0.7735, -0.1138], [2.9217, 0.2318, 0.2363], [1.1985, 1.3270, 0.1912], [-1.3385, 1.8039, -0.0868], [-2.4045, -1.8058, 0.1703], [1.0705, -0.7125, -0.2374], [-1.9492, -0.0469, 0.0038], [2.4618, -0.6639, 0.0123], [-1.5731, -1.3323, -0.0607]],
  "forces_ev_per_a": [[-0.5, 2.8, 0.9], [-2.1, -1.3, 0.3], [-2.0, -1.5, -0.6], [-1.0, -1.3, -0.6], [1.2, -0.6, -0.1], [0.9, 0.2, -0.3], [1.6, 0.8, 0.4], [2.1, 2.2, -0.5], [0.8, 0.2, 0.0], [-0.9, -1.5, 0.4]]
}